The following is a quantum chemistry calculation of 3 unconnected molecules or ions with the total composition C2H10NO2S at a distorted geometry, from the Open Molecules 2025 dataset.

Geometry as XYZ:
```
16
Properties=species:S:1:pos:R:3:forces:R:3:mulliken_charge:R:1
C 1.139 0.458 0.063 -0.2936 -0.2409 -0.8637 -0.63
C -0.224 1.066 0.141 -1.8884 0.8837 0.6370 -0.68
S -1.226 0.291 1.484 -0.1174 -0.0824 -0.2432 -0.71
N 1.135 -0.932 -0.454 -0.5124 -0.3600 0.3965 -0.60
H 1.486 0.381 1.089 0.5652 0.3931 0.0305 0.32
H 1.758 1.080 -0.601 0.3341 -0.1666 0.3171 0.34
H -0.828 1.046 -0.783 0.5655 -0.5116 -0.1461 0.27
H -0.212 2.152 0.337 0.5685 -0.2544 0.1544 0.25
H 0.348 -1.027 -1.095 0.2724 0.3710 -0.4777 0.23
H 0.720 -1.480 0.304 0.3627 0.0713 0.2199 0.25
H 3.363 -0.975 -0.765 -0.7156 -0.4871 -0.1577 0.41
H 3.734 -2.286 -1.540 -0.5073 0.1822 0.2151 0.30
O 4.072 -1.453 -1.208 1.1523 0.2188 -0.1307 -0.73
H -5.241 1.230 1.315 -0.4185 0.0576 0.1217 0.31
H -4.559 0.087 0.757 0.0776 -0.5100 -0.0909 0.34
O -5.466 0.362 0.957 0.5550 0.4351 0.0176 -0.68
```
Positions in Å, forces in eV/Å.

Energy relative to the best compared isomer or geometry (same formula, charge and spin) in kJ/mol: 32.3
LUMO level in eV: 3.89
Spin multiplicity: 1
Total charge: -1
DFT total energy in eV: -18657.63323
Frontier orbital gap in eV: 6.761


The following is a quantum chemistry calculation of a molecular structure, C19H32BN7O2STc, from the Open Molecules 2025 dataset.

Geometry as XYZ:
```
63
Properties=species:S:1:pos:R:3:forces:R:3:mulliken_charge:R:1
Tc 0.738 0.972 -0.850 0.0510 0.0051 -0.0211 0.33
C -0.516 4.120 -2.131 -0.0005 0.0032 0.0018 -1.32
C -1.299 3.342 -1.132 0.0348 -0.0287 0.0138 0.44
C -2.534 3.670 -0.601 -0.0172 0.0083 -0.0170 -1.25
C -2.887 2.643 0.266 -0.0013 0.0048 0.0023 0.80
C -4.124 2.475 1.076 0.0044 0.0006 0.0055 -1.32
N -1.888 1.751 0.263 0.0060 -0.0195 0.0187 0.12
N -0.900 2.163 -0.586 -0.0403 0.0346 -0.0370 0.62
B -1.765 0.347 0.841 -0.0050 -0.0412 -0.0149 -1.43
N -0.442 0.304 1.662 0.0157 -0.0130 0.0222 0.37
N 0.757 0.543 1.033 -0.0036 0.0531 -0.0106 1.39
C 1.754 0.447 1.975 -0.0028 0.0010 -0.0378 0.34
C 3.184 0.713 1.673 -0.0122 -0.0053 0.0000 -1.35
C 1.172 0.133 3.174 -0.0148 -0.0174 -0.0023 -1.38
C -0.211 0.034 2.943 0.0092 -0.0005 0.0068 0.85
C -1.284 -0.310 3.911 -0.0067 0.0093 0.0018 -1.33
N -1.615 -0.649 -0.356 0.0261 0.0314 0.0434 0.82
N -0.537 -0.541 -1.208 -0.0038 0.0440 0.0320 0.93
C -0.648 -1.536 -2.135 -0.0064 -0.0131 -0.0345 0.34
C 0.352 -1.751 -3.217 0.0484 -0.0232 0.0251 -1.67
C -1.782 -2.261 -1.867 -0.0165 -0.0093 0.0488 -1.25
C -2.367 -1.682 -0.730 -0.0169 -0.0157 -0.0243 0.81
C -3.603 -2.094 -0.015 0.0013 0.0029 -0.0043 -1.34
H -1.143 4.912 -2.533 -0.0031 -0.0031 -0.0003 0.41
H -0.184 3.497 -2.962 0.0046 -0.0008 0.0020 0.29
H 0.366 4.572 -1.680 0.0015 0.0073 -0.0009 0.22
H -3.115 4.549 -0.824 0.0036 0.0016 -0.0039 0.52
H -4.761 3.348 0.959 0.0008 0.0006 -0.0008 0.38
H -3.889 2.361 2.134 0.0001 -0.0011 -0.0003 0.29
H -4.687 1.597 0.757 0.0010 -0.0002 -0.0005 0.27
H -2.688 0.047 1.524 -0.0007 0.0009 -0.0090 0.04
H 3.660 -0.174 1.250 0.0074 -0.0019 0.0030 0.16
H 3.712 0.949 2.595 -0.0024 -0.0021 0.0030 0.48
H 3.297 1.564 1.001 0.0008 -0.0006 0.0014 0.23
H 1.672 -0.002 4.118 -0.0001 0.0027 0.0008 0.58
H -0.854 -0.480 4.895 0.0006 0.0009 -0.0002 0.40
H -1.812 -1.213 3.602 0.0013 0.0009 -0.0014 0.31
H -2.014 0.496 3.983 -0.0018 -0.0020 0.0022 0.29
H 0.653 -0.819 -3.699 -0.0132 0.0125 0.0001 0.37
H -0.071 -2.392 -3.986 -0.0064 0.0262 -0.0202 0.45
H 1.230 -2.266 -2.817 0.0013 0.0142 0.0075 0.22
H -2.155 -3.108 -2.417 -0.0009 0.0013 -0.0021 0.56
H -4.038 -2.963 -0.499 0.0014 -0.0004 -0.0016 0.40
H -4.339 -1.290 -0.019 0.0002 -0.0001 0.0019 0.27
H -3.389 -2.345 1.024 0.0006 -0.0008 0.0010 0.29
N 2.632 0.051 -1.455 0.0138 -0.0018 -0.0217 -0.08
C 3.606 1.111 -1.829 -0.0065 0.0007 0.0283 -0.48
C 2.951 2.482 -1.860 0.0083 -0.0027 -0.0255 0.50
O 3.427 3.444 -2.351 -0.0146 0.0178 0.0167 -0.47
O 1.729 2.528 -1.209 -0.0343 -0.0452 0.0107 -0.46
H 2.994 -0.571 -0.735 0.0178 -0.0123 0.0039 -0.19
H 2.475 -0.561 -2.252 -0.0115 -0.0208 0.0183 0.34
H 4.053 0.918 -2.802 -0.0024 -0.0005 -0.0024 0.43
H 4.417 1.151 -1.102 -0.0008 -0.0032 -0.0037 0.33
C 0.660 -3.229 0.984 0.0113 0.0007 0.0303 -0.49
S 2.252 -2.742 0.294 -0.0354 -0.0038 -0.0572 0.25
C 3.065 -4.345 0.158 0.0150 0.0087 0.0179 -1.14
H 0.139 -3.914 0.317 0.0088 0.0021 -0.0122 0.40
H 0.064 -2.324 1.106 -0.0073 -0.0046 -0.0056 -0.45
H 0.797 -3.697 1.957 -0.0011 0.0003 -0.0007 0.51
H 3.146 -4.809 1.138 0.0023 0.0014 0.0013 0.35
H 4.065 -4.170 -0.233 0.0001 -0.0082 0.0003 0.38
H 2.523 -4.997 -0.524 -0.0086 0.0040 0.0015 0.33
```
Positions in Å, forces in eV/Å.

Energy relative to the best compared isomer or geometry (same formula, charge and spin) in kJ/mol: 85.4
LUMO level (spin up / spin down) in eV: -8.78 / -8.48
<S²>: 1.050
Spin multiplicity: 2
Total charge: +2
DFT total energy in eV: -48447.16227
Frontier orbital gap (spin up / spin down) in eV: 5.530 / 5.836


The following is a quantum chemistry calculation of 2 unconnected molecules or ions with the total composition C10H20FNO3P at a distorted geometry, from the Open Molecules 2025 dataset.

Geometry as XYZ:
```
36
Properties=species:S:1:pos:R:3:forces:R:3:mulliken_charge:R:1
C 4.261 2.828 0.834 -0.2334 0.3292 0.4333 -0.64
C 3.071 3.334 1.160 -0.0467 0.2566 -0.3816 -0.16
C 1.882 3.355 0.271 1.1283 0.0756 0.0731 -1.01
P 0.773 1.842 0.764 -0.4789 1.1594 1.5972 -0.40
O 1.402 0.856 -0.757 0.7480 -0.8572 -0.6720 -0.53
C 1.970 -0.237 -0.467 -0.8331 0.8719 0.1294 0.65
N 2.411 -1.251 -0.115 0.3081 -0.4999 -0.1705 -0.69
C -0.726 2.426 -0.281 -0.0550 -0.6880 0.0744 0.43
C -1.971 2.552 0.581 0.1138 -0.1270 0.1115 -1.21
F -0.521 3.602 -1.017 -0.0590 0.2113 -0.0389 -0.41
H 4.548 2.714 -0.201 -0.1232 -0.7035 -0.1158 0.27
H 4.948 2.546 1.619 0.4849 0.4169 -0.0816 0.24
H 2.926 3.781 2.139 -0.0985 -0.6844 0.4574 0.28
H 2.260 3.239 -0.745 -0.4014 0.1081 -0.2723 0.36
H 1.372 4.301 0.426 -0.4604 -0.0506 -0.3083 0.37
H -0.055 0.679 1.098 -0.0836 0.0167 -0.2073 0.08
H 1.856 1.270 1.513 0.1016 -0.1540 -0.2805 0.19
H 0.326 2.554 1.951 -0.0816 -0.0814 -0.1106 0.10
H -0.913 1.636 -1.006 0.2215 -0.0259 -0.2306 0.10
H -1.808 2.091 1.553 0.1009 -0.0570 0.1466 0.39
H -2.805 2.017 0.136 -0.2849 0.2109 -0.1109 0.29
H -2.223 3.594 0.754 -0.0555 0.1499 -0.0917 0.35
O -4.243 -3.063 0.115 -0.0700 0.0063 -0.0051 -0.59
C -3.079 -3.288 -0.083 0.0588 -0.1596 -0.0835 0.74
O -2.379 -2.466 -0.876 -0.0494 0.1739 0.0546 -0.37
C -0.953 -2.562 -1.033 0.2498 -0.0278 -0.1366 -0.07
C -0.580 -3.555 -2.113 -0.1130 -0.1159 -0.0139 -1.08
C -2.407 -4.523 0.479 0.1407 0.1533 0.3190 -0.88
H -0.468 -2.780 -0.083 -0.0059 0.0254 0.0062 0.40
H -0.624 -1.567 -1.323 -0.1132 0.0744 0.0755 0.00
H -0.903 -4.567 -1.862 0.0571 -0.0116 0.0416 0.28
H 0.500 -3.561 -2.255 0.0129 0.0417 0.0265 0.36
H -1.059 -3.284 -3.054 0.0347 0.0508 -0.0069 0.32
H -2.575 -5.353 -0.206 0.0102 -0.0044 -0.0257 0.24
H -2.874 -4.754 1.433 -0.1352 -0.0382 -0.0730 0.30
H -1.340 -4.409 0.651 0.0106 -0.0458 -0.1290 0.31
```
Positions in Å, forces in eV/Å.

LUMO level in eV: 2.94
Spin multiplicity: 1
Total charge: -1
DFT total energy in eV: -30331.82045
Frontier orbital gap in eV: 7.449